A molecular structure, C40H48ClIN5O2PSTi. Source: OMol25; level of theory: ωB97M-V/def2-TZVPD.

```
100
Properties=species:S:1:pos:R:3:forces:R:3:lowdin_charge:R:1
Ti -1.873821 0.271424 0.059206 -0.15 0.49 -0.75 0.8823
N -1.350445 2.605303 -3.414819 0.04 0.01 0.02 0.0544
C -1.871271 1.718195 -2.493392 0.03 0.08 -0.01 -0.8512
S -2.528614 2.412063 -1.021983 0.03 -0.12 -0.03 0.6606
N -1.802888 0.455113 -2.783790 0.03 -0.08 0.05 0.0216
N -2.294691 -0.328173 -1.745075 -0.08 0.20 0.38 -0.1682
C -3.318848 -1.193352 -2.009122 0.03 0.02 -0.02 -0.2190
C -3.614388 -1.680931 -3.365340 0.03 -0.04 0.00 -0.1738
C -2.579613 -2.113403 -4.198603 0.00 0.01 0.01 -0.0440
C -2.843962 -2.582824 -5.473613 0.00 0.00 0.00 -0.0891
C -4.149584 -2.630222 -5.946453 0.00 0.00 0.01 -0.1017
C -5.184270 -2.190035 -5.134969 0.00 0.01 0.00 -0.0874
C -4.918329 -1.711754 -3.859998 0.00 -0.01 0.01 -0.0423
C -4.075945 -1.431071 -0.865365 -0.04 -0.07 0.08 -0.2207
C -5.151763 -2.363677 -0.739231 0.02 0.00 -0.04 -0.0288
C -5.854690 -2.442046 0.416600 0.00 0.02 0.03 -0.0812
C -5.509984 -1.598345 1.509740 -0.01 -0.02 -0.02 -0.0767
C -4.445748 -0.766592 1.374159 0.02 0.02 0.00 -0.1280
N -3.708421 -0.667628 0.231965 0.15 -0.02 0.09 -0.0344
H -1.707859 3.543376 -3.339848 -0.01 -0.01 -0.01 0.0660
H -1.305626 2.238407 -4.354098 0.01 -0.01 -0.01 0.0904
H -1.559908 -2.062673 -3.838445 0.00 0.00 0.00 0.1043
H -2.027902 -2.914531 -6.103145 0.01 0.00 -0.01 0.0984
H -4.356262 -2.998162 -6.943064 0.00 0.00 0.00 0.0965
H -6.203557 -2.203025 -5.499615 -0.01 0.00 0.00 0.0999
H -5.727089 -1.336296 -3.246330 -0.01 0.00 0.01 0.1143
H -5.380387 -3.006127 -1.577998 0.00 0.00 0.00 0.1082
H -6.668449 -3.148963 0.512962 -0.01 -0.01 0.00 0.1010
H -6.064667 -1.622252 2.436155 0.00 0.00 0.01 0.0961
H -4.123530 -0.124633 2.185180 -0.01 -0.01 0.00 0.1110
Cl -0.692465 -4.058816 5.416441 0.00 -0.01 0.01 0.6892
C -0.961060 -2.662590 4.416777 0.00 0.02 -0.01 -0.6157
C -1.056728 -1.425894 4.988618 -0.01 0.01 0.02 -0.1686
C -1.310384 -0.278378 4.210623 0.07 -0.01 -0.03 -0.6493
I -1.476678 1.582462 5.116741 0.00 0.03 0.00 0.9291
C -1.450914 -0.357767 2.837991 -0.08 -0.07 0.02 -0.4544
O -1.764300 0.629629 2.043321 0.00 -0.05 0.01 -0.2257
C -1.253336 -1.652426 2.251960 0.00 -0.01 -0.01 -0.1526
N -1.281506 -1.667333 0.892114 0.09 -0.14 -0.05 0.0438
C -1.219056 -2.817596 0.254257 0.00 0.03 0.05 -0.0920
C -1.126131 -4.041178 0.942715 0.08 0.03 -0.01 -0.0280
C -1.037351 -4.043876 2.307355 0.06 0.01 0.00 -0.0173
C -1.069252 -2.818514 3.012731 -0.01 0.01 0.00 -0.1747
H -0.958736 -1.326947 6.061085 0.00 -0.01 0.00 0.0942
H -1.274112 -2.774120 -0.827841 0.02 0.00 0.02 0.1173
H -1.111476 -4.963593 0.379583 0.00 -0.01 0.01 0.1124
H -0.941748 -4.969304 2.858554 -0.01 -0.01 0.00 0.0972
O 0.084837 0.799160 -0.278461 0.00 -0.31 0.27 -0.4175
P 1.411726 1.229210 0.339061 -0.09 0.25 -0.14 0.9155
C 2.404841 1.905906 -1.046044 0.00 0.01 -0.02 -0.3141
C 2.063848 1.280808 -2.409219 0.02 0.01 0.00 -0.1759
C 2.846206 0.008699 -2.704699 0.00 -0.02 0.00 -0.1865
C 4.349766 0.237324 -2.571572 0.00 -0.01 0.00 -0.1924
C 4.716640 0.796352 -1.198839 0.00 0.00 -0.02 -0.1927
C 3.924473 2.057331 -0.867674 0.03 -0.01 0.02 -0.1851
C 2.087517 -0.155931 1.309698 -0.04 -0.02 0.00 -0.3305
C 3.308975 0.180893 2.189483 0.00 0.00 0.00 -0.1777
C 3.984403 -1.093139 2.721418 0.00 0.00 0.01 -0.1797
C 2.959509 -2.206149 2.888983 0.01 -0.01 0.01 -0.1912
C 2.463890 -2.648462 1.509328 0.02 -0.01 0.00 -0.1644
C 2.283176 -1.464261 0.538042 -0.03 0.03 -0.02 -0.1753
C 1.154094 2.550657 1.586829 -0.04 -0.05 0.04 -0.3213
C -0.039756 3.472471 1.274876 0.05 -0.03 0.07 -0.2006
C 0.288538 4.659422 0.377969 -0.03 0.02 -0.01 -0.1963
C 1.447049 5.473936 0.939735 -0.01 0.01 0.02 -0.1960
C 2.676837 4.592656 1.118504 0.00 0.01 -0.04 -0.1976
C 2.384851 3.382810 2.006899 0.08 -0.02 -0.01 -0.1761
H 1.979850 2.914723 -1.065623 -0.03 -0.03 -0.01 0.0967
H 2.320290 2.032133 -3.164520 0.00 -0.01 -0.01 0.1262
H 0.991381 1.109856 -2.489669 -0.02 0.00 0.00 0.0850
H 2.604439 -0.332628 -3.713236 0.01 0.00 -0.01 0.1157
H 2.525466 -0.789655 -2.030063 0.01 0.02 -0.01 0.0920
H 4.669970 0.948707 -3.340861 0.00 0.00 0.00 0.1152
H 4.897527 -0.689309 -2.756237 0.00 0.00 0.00 0.1103
H 5.783902 1.026952 -1.158351 0.00 0.00 0.00 0.1156
H 4.543936 0.036549 -0.434739 -0.02 -0.05 0.04 0.0837
H 4.241144 2.848152 -1.556414 0.00 0.01 -0.01 0.1258
H 4.177805 2.414918 0.132357 0.01 -0.03 -0.04 0.0874
H 1.231134 -0.317099 1.982157 -0.01 -0.01 0.00 0.1120
H 2.976643 0.791409 3.031754 0.01 -0.01 -0.01 0.1128
H 4.040936 0.774599 1.639487 0.00 -0.01 -0.01 0.0892
H 4.492056 -0.869874 3.660603 0.01 0.00 0.00 0.1122
H 4.756269 -1.427991 2.021184 0.00 0.00 -0.01 0.1153
H 2.125635 -1.845392 3.500922 -0.02 -0.01 0.00 0.1105
H 3.384432 -3.057049 3.423305 0.00 0.00 0.00 0.1134
H 1.533437 -3.201091 1.608595 -0.14 -0.04 0.01 0.0854
H 3.192241 -3.341510 1.080397 -0.03 -0.01 -0.01 0.1149
H 1.431705 -1.634940 -0.124083 0.02 -0.02 0.01 0.0980
H 3.161388 -1.385537 -0.100137 0.05 0.03 0.01 0.0886
H 0.852306 1.951451 2.457055 -0.01 -0.01 -0.03 0.1016
H -0.404390 3.844087 2.238355 0.04 0.04 0.02 0.1214
H -0.856011 2.905531 0.842523 -0.03 -0.05 0.02 0.0098
H -0.606683 5.276810 0.281968 0.00 0.00 -0.01 0.1148
H 0.522099 4.318606 -0.637172 -0.02 0.00 0.02 0.1051
H 1.154879 5.888613 1.911161 0.00 0.00 0.00 0.1163
H 1.679701 6.321208 0.291366 0.00 0.00 -0.01 0.1101
H 3.498085 5.160679 1.562114 -0.01 0.01 0.01 0.1154
H 3.029078 4.271048 0.134571 -0.01 0.05 0.05 0.0866
H 2.175400 3.749224 3.017403 -0.01 0.01 0.00 0.1257
H 3.280278 2.766198 2.094813 -0.05 0.04 0.02 0.0793
```
Forces are in eV/Å.

The molar mass comes out at 904.122 g mol⁻¹. The value obtained for the lowest unoccupied orbital energy (spin up / spin down) is -0.385 / -0.379 eV. As for the maximum force: 0.91 eV Å⁻¹. As for the orbital gap (spin up / spin down): 5.30 / 5.32 eV. The energy above the lowest of the compared OMol25 structures with the same formula, charge and spin comes out at 4.82 kJ/mol. The HOMO energy (spin up / spin down) is -5.68 / -5.70 eV. As for the spin multiplicity: 1. As for the total energy: -117673.258 eV.